ORCA calculation (the ωB97M-V functional and the def2-TZVPD basis) on C7H9IO in the gas phase in a non-equilibrium geometry.

Multiplicity: 1
Gap between HOMO and LUMO in eV: 9.08
Maximum force in eV/Å: 8.455
Charge: 0
Structure (SMILES): I[C@H]1COC2=CCC[C@@H]21

The geometry in XYZ format:
```
18
Properties=species:S:1:pos:R:3:forces:R:3:mulliken_charge:R:1
C -1.913 -0.281 0.490 -2.850 -0.512 0.078 -0.724
C 0.417 0.276 0.045 -0.819 -0.084 1.290 -0.261
C -0.834 -0.965 0.295 6.486 5.019 -2.057 0.498
C 1.696 -0.327 -0.805 -4.739 -1.386 2.319 -0.394
C -1.846 1.254 0.415 1.284 -0.271 -0.613 -0.547
C -0.461 1.521 -0.354 1.541 -0.579 1.393 -0.675
C 1.313 -1.767 -0.157 1.332 -0.550 0.224 -0.571
O -0.110 -2.056 0.164 0.612 -1.367 -0.212 -0.429
I 3.484 0.400 0.016 0.266 0.010 -0.376 0.077
H -2.826 -0.769 0.798 -0.378 0.111 -0.027 0.400
H 0.899 0.326 1.124 -1.221 0.359 -1.925 0.300
H -2.646 1.809 -0.144 0.381 -0.942 0.720 0.359
H -1.875 1.493 1.495 0.288 0.885 -0.614 0.266
H 0.153 2.460 -0.035 -1.604 -1.298 -0.913 0.239
H -0.625 1.401 -1.458 0.051 0.659 0.987 0.278
H 1.615 -2.611 -0.740 0.024 -0.423 -0.768 0.357
H 1.937 -1.878 0.754 -0.822 0.298 -0.094 0.356
H 1.622 -0.286 -1.902 0.168 0.072 0.589 0.471
```
Positions in Å, forces in eV/Å.

---

ORCA calculation (the ωB97M-V functional and the def2-TZVPD basis) on a gas-phase ion, C7H9N (charge -1) in a non-equilibrium geometry.

Multiplicity: 2
Gap between HOMO and LUMO (alpha / beta) in eV: 6.07 / 5.50
Maximum force in eV/Å: 3.997
Charge: -1

The geometry in XYZ format:
```
17
Properties=species:S:1:pos:R:3:forces:R:3:mulliken_charge:R:1
C -1.384 -0.291 -0.870 2.136 0.191 1.242 -0.753
C -2.474 -0.811 -0.227 0.180 0.919 2.039 -0.044
N -2.954 -0.809 1.012 -1.681 -0.968 -1.720 -0.932
C 1.016 -0.054 0.155 1.604 0.118 -1.340 -0.373
C -0.174 0.384 -0.124 -3.631 0.827 -1.451 0.554
C -0.603 1.817 0.253 -0.012 0.556 2.297 -0.975
C 3.262 -1.117 0.299 -1.794 0.196 0.043 -0.919
C 2.350 -0.131 -0.188 -0.331 -2.161 1.077 -0.183
H -1.392 -0.647 -1.870 1.192 -0.107 -0.957 0.276
H -3.057 -1.337 -0.912 -1.680 -0.630 -1.439 0.387
H -2.246 -0.766 1.665 2.041 0.879 1.804 0.212
H -0.008 2.078 1.199 -0.818 0.173 -1.180 0.313
H -1.716 1.876 0.521 1.575 -0.294 -0.469 0.281
H -0.392 2.606 -0.525 -0.059 -1.115 0.481 0.240
H 4.217 -1.190 -0.151 0.867 -0.009 -0.290 0.326
H 2.896 -2.022 0.831 0.295 1.052 -0.111 0.261
H 2.659 0.414 -1.069 0.117 0.372 -0.026 0.329
```
Positions in Å, forces in eV/Å.

---

ORCA calculation (the ωB97M-V functional and the def2-TZVPD basis) on C7H9N in the gas phase in a non-equilibrium geometry.

Multiplicity: 1
Gap between HOMO and LUMO in eV: 9.04
Maximum force in eV/Å: 3.064
Charge: 0
Structure (SMILES): C1=C[C@@H]2C[C@@H]2C=NC1

The geometry in XYZ format:
```
17
Properties=species:S:1:pos:R:3:forces:R:3:mulliken_charge:R:1
C -1.926 0.006 0.685 -1.179 -0.025 -1.041 -0.824
C -1.208 0.748 -0.426 0.690 0.761 0.234 -0.205
C 0.982 1.012 0.609 1.198 -1.146 0.436 -0.540
C 2.054 -0.043 0.167 0.731 0.445 0.323 -0.505
C -1.261 -0.826 -0.376 1.843 -0.021 0.070 0.016
C 0.103 -1.278 0.083 0.381 -0.439 0.644 -0.312
C 0.181 1.376 -0.364 -2.238 0.084 -2.091 -0.150
H -1.545 -0.073 1.699 0.102 0.138 -0.262 0.191
H -3.011 0.128 0.615 0.333 -0.200 0.328 0.280
H -1.844 1.071 -1.239 -0.181 0.381 0.204 0.369
H 0.432 0.667 1.467 0.218 -0.091 0.577 0.339
H 2.456 -0.571 1.022 0.595 0.268 0.464 0.345
H 2.833 0.366 -0.514 -0.465 -0.485 0.550 0.314
H -1.632 -1.298 -1.274 -0.718 0.057 0.236 0.430
H 0.220 -1.502 1.157 -0.378 0.089 0.177 0.457
H 0.570 1.639 -1.366 -0.129 -0.207 0.573 0.278
N 1.139 -0.915 -0.547 -0.802 0.392 -1.423 -0.485
```
Positions in Å, forces in eV/Å.

---

ORCA calculation (the ωB97M-V functional and the def2-TZVPD basis) on C7H9N in the gas phase in a non-equilibrium geometry.

Multiplicity: 1
Gap between HOMO and LUMO in eV: 7.26
Maximum force in eV/Å: 5.944
Charge: 0

The geometry in XYZ format:
```
17
Properties=species:S:1:pos:R:3:forces:R:3:mulliken_charge:R:1
C -1.009 0.588 0.684 -0.318 -0.865 -0.740 0.370
C 1.773 -1.786 -0.466 -0.966 -1.339 0.619 -0.699
C 2.282 -0.476 -1.054 -0.427 1.004 1.602 -0.371
C 0.174 0.102 0.254 0.702 0.203 1.110 -0.470
C 0.344 -1.237 -0.664 5.000 2.981 1.200 -0.028
C 0.807 -0.013 -1.355 -0.606 -0.138 -0.640 -0.680
C -2.926 2.020 0.936 0.607 -0.191 0.177 -0.753
N -2.098 0.832 1.128 1.182 0.135 -0.276 -0.292
H 1.839 -2.675 -1.097 0.298 0.196 -0.428 0.301
H 2.104 -2.182 0.521 -0.201 0.692 -0.348 0.246
H 2.711 0.174 -0.253 0.181 -0.387 -0.856 0.185
H 2.940 -0.556 -1.905 0.074 0.202 -0.241 0.330
H 0.921 0.342 1.039 -0.141 -0.446 -0.673 0.267
H -0.443 -1.825 -0.676 -4.181 -2.309 -0.320 0.671
H -3.250 2.304 1.929 0.324 0.594 0.251 0.304
H -3.850 1.536 0.581 0.263 1.127 -1.022 0.324
H -2.318 2.853 0.398 -1.791 -1.459 0.584 0.295
```
Positions in Å, forces in eV/Å.

---

ORCA calculation (the ωB97M-V functional and the def2-TZVPD basis) on C7H9N in the gas phase in a non-equilibrium geometry.

Multiplicity: 1
Gap between HOMO and LUMO in eV: 9.36
Maximum force in eV/Å: 9.151
Charge: 0
Structure (SMILES): C=C(C)n1cccc1

The geometry in XYZ format:
```
17
Properties=species:S:1:pos:R:3:forces:R:3:mulliken_charge:R:1
C 0.377 -1.928 0.353 1.746 -6.023 -2.862 -1.145
C -0.234 -0.700 0.782 1.346 1.273 2.086 1.026
C -0.552 -0.805 2.099 -3.744 3.607 2.429 -0.859
C 0.218 0.220 -1.459 0.625 -2.395 1.730 -0.070
C 0.448 1.435 -1.968 -1.493 -0.015 -2.745 -0.612
C -0.073 2.440 -1.024 1.319 3.463 -4.509 -0.418
C -0.237 1.726 0.036 -2.018 -0.729 8.896 -0.260
H 0.201 -2.231 -0.936 -0.005 0.443 4.430 0.274
H -0.204 -2.616 1.096 1.447 0.042 -2.419 0.316
H 1.558 -2.295 0.461 -2.788 1.944 -0.119 0.196
H -1.388 0.020 2.641 2.990 -2.000 -1.669 0.154
H -0.323 -1.613 2.893 -0.357 1.044 -2.240 0.302
H 0.377 -0.846 -1.777 -0.101 2.066 -0.273 0.043
H 0.623 1.334 -3.057 0.096 1.404 0.678 0.322
H -0.288 3.586 -1.212 0.952 -2.785 0.653 0.284
H -0.340 1.877 1.191 -0.297 0.971 -2.410 0.197
N -0.163 0.397 -0.117 0.281 -2.308 -1.656 0.252
```
Positions in Å, forces in eV/Å.

---

ORCA calculation (the ωB97M-V functional and the def2-TZVPD basis) on C7H9N in the gas phase in a non-equilibrium geometry.

Multiplicity: 1
Gap between HOMO and LUMO in eV: 8.59
Maximum force in eV/Å: 2.964
Charge: 0

The geometry in XYZ format:
```
17
Properties=species:S:1:pos:R:3:forces:R:3:mulliken_charge:R:1
C -2.753 -1.226 -0.100 0.332 1.195 -0.560 -0.876
C -2.107 -0.057 0.002 0.969 -2.427 -0.091 -0.476
C 0.826 -2.056 -0.043 -0.722 -2.873 -0.115 -0.713
C -0.680 0.159 -0.035 0.801 -0.359 0.980 0.938
C 1.583 -0.989 -0.090 -0.218 1.749 0.454 0.644
C -0.202 1.565 0.104 0.222 -0.290 -1.121 -1.279
C 2.751 -0.157 0.012 1.246 1.588 1.526 -1.048
N 0.256 -0.735 -0.078 -1.975 1.281 -0.167 0.094
H -2.622 0.839 0.125 -1.142 1.313 0.110 0.321
H -2.219 -2.156 -0.283 -0.393 0.076 0.175 0.327
H -3.814 -1.071 -0.199 -0.334 -0.914 0.223 0.278
H -0.949 2.279 -0.258 0.505 -0.024 -0.167 0.394
H 0.710 1.482 -0.470 0.221 1.247 -0.613 0.267
H 0.138 1.863 1.070 -0.162 0.020 1.091 0.263
H 2.575 0.881 0.517 -0.114 -1.916 -0.922 0.280
H 3.076 0.067 -1.021 0.728 -0.282 0.723 0.291
H 3.431 -0.688 0.746 0.036 0.615 -1.524 0.295
```
Positions in Å, forces in eV/Å.

---

Question: Among the records above, which one has the highest multiplicity?
Answer: number 2

---

Question: Among the records above, which one has the highest maximum force?
Answer: number 5

---

Question: Which of these has the lowest charge?
Answer: number 2

---

Question: The highest maximum force belongs to which entry?
Answer: number 5